DFT (the ωB97M-V functional and the def2-TZVPD basis) results for C3H7N2P in the gas phase at a distorted geometry.

Geometry as XYZ:
```
13
C3H7N2P | the Open Molecules 2025 dataset | the ωB97M-V functional and the def2-TZVPD basis
C -1.0502 1.1748 0.0514
C -0.9870 -0.3332 0.1629
C 0.0281 -0.7564 -0.9037
N -0.1747 1.8732 -0.4476
N 1.1677 0.0790 -0.9135
P 2.3305 0.1480 0.2249
H -1.9392 1.6257 0.5027
H -0.6345 -0.5789 1.1722
H -1.9600 -0.8029 0.0093
H 0.3082 -1.7991 -0.7350
H -0.4471 -0.6672 -1.8900
H 1.7611 0.7690 1.3531
H 2.9328 1.3010 -0.2638
```

Output
Total charge = 0
Energy relative to the best compared isomer or geometry (same formula, charge and spin) = 152.92 kJ/mol
Energy = -15489.627 eV

Which charges does Löwdin predict for the atoms? In e, they are:
1 C -0.31
2 C -0.18
3 C -0.37
4 N 0.17
5 N -0.36
6 P 0.72
7 H 0.11
8 H 0.11
9 H 0.11
10 H 0.11
11 H 0.11
12 H -0.12
13 H -0.11